w | A cluster of 11 separate species, C60H153N11O19 in total. Source: the Open Molecules 2025 dataset; level of theory: ωB97M-V/def2-TZVPD.

The HOMO energy comes out at -7.8 eV. The calculation puts the frontier orbital gap at 8.3 eV. Its charge is 0. Its SMILES is COC[C@H](C)N.COC[C@H](C)N.COC[C@H](C)N.COCCNCCOC.COCCNCCOC.COCCNCCOC.COCCNCCOC.COCCNCCOC.COCCNCCOC.COCCNCCOC.COCCNCCOC.

Each line ends with the Mulliken charge.
Cartesian coordinates (Å):
C -1.127 -4.341 2.564  -0.50
O -2.127 -5.077 1.934  -0.42
C -3.427 -4.813 2.452  0.41
C -4.437 -5.586 1.636  0.01
N -4.517 -7.045 1.925  -0.31
C -5.353 -7.760 0.986  -0.13
C -5.567 -9.263 1.431  -0.88
O -6.376 -9.443 2.575  -0.32
C -6.585 -10.795 2.898  -0.77
H -0.208 -4.443 1.988  0.19
H -0.943 -4.746 3.560  0.26
H -1.344 -3.273 2.555  0.19
H -3.660 -3.752 2.363  -0.45
H -3.415 -5.029 3.521  0.66
H -4.244 -5.511 0.565  -0.47
H -5.440 -5.190 1.798  0.38
H -4.960 -7.188 2.821  0.27
H -4.816 -7.791 0.039  0.12
H -6.351 -7.357 0.812  0.26
H -4.636 -9.810 1.586  0.41
H -6.050 -9.750 0.584  0.40
H -7.293 -10.804 3.726  0.25
H -5.619 -11.101 3.299  0.33
H -6.875 -11.485 2.105  0.29
C 4.829 6.853 0.192  -0.74
O 4.077 6.113 -0.814  -0.51
C 3.053 5.247 -0.388  0.89
C 1.763 6.149 -0.068  -0.93
N 0.859 5.380 0.752  0.49
C 1.269 4.918 2.059  1.21
C 1.323 6.019 3.181  -0.88
O 1.825 5.451 4.374  -0.17
C 1.973 6.431 5.435  -0.95
H 5.335 6.240 0.938  0.20
H 4.307 7.668 0.693  0.28
H 5.684 7.299 -0.316  0.35
H 3.423 4.626 0.428  -0.52
H 2.771 4.605 -1.222  0.11
H 1.440 6.480 -1.055  0.17
H 2.103 6.988 0.539  0.63
H 0.481 4.594 0.243  -0.06
H 2.214 4.375 2.105  -1.10
H 0.530 4.191 2.397  -0.17
H 0.293 6.358 3.290  0.27
H 1.939 6.854 2.847  0.49
H 2.610 7.249 5.099  0.35
H 2.459 6.055 6.336  0.18
H 1.011 6.891 5.662  0.39
C -2.999 5.902 -3.598  -1.03
O -1.994 5.370 -2.705  -0.19
C -0.693 5.185 -3.265  -0.10
C -0.761 3.896 -4.208  -0.83
N -0.794 2.688 -3.376  1.70
C -0.422 1.383 -4.020  -0.59
C -1.355 0.918 -5.112  -0.31
O -1.321 1.775 -6.199  -0.19
C -2.099 1.234 -7.258  -0.80
H -3.310 5.067 -4.226  0.24
H -2.674 6.694 -4.273  0.39
H -3.886 6.348 -3.148  0.29
H 0.034 5.138 -2.454  -0.51
H -0.337 6.082 -3.773  0.53
H 0.115 3.916 -4.855  0.24
H -1.612 3.903 -4.889  0.50
H -1.670 2.517 -2.902  -0.75
H -0.520 0.679 -3.194  -0.43
H 0.573 1.352 -4.463  0.56
H -2.388 0.799 -4.787  0.31
H -0.957 -0.070 -5.343  0.06
H -1.770 0.253 -7.599  0.18
H -2.094 1.875 -8.140  0.33
H -3.148 1.203 -6.963  0.32
C 4.483 -1.737 -1.268  -0.76
O 3.660 -1.649 -2.405  -0.06
C 3.855 -0.464 -3.138  -0.40
C 3.059 -0.662 -4.414  0.33
N 3.389 0.282 -5.476  -0.27
C 2.494 0.208 -6.610  -0.17
C 2.238 1.530 -7.334  -0.21
O 1.506 1.235 -8.521  -0.32
C 1.205 2.388 -9.298  -0.92
H 4.503 -0.905 -0.564  0.05
H 5.466 -2.128 -1.531  0.39
H 4.057 -2.610 -0.772  0.29
H 4.915 -0.251 -3.279  0.39
H 3.525 0.397 -2.557  0.00
H 1.984 -0.592 -4.252  -0.31
H 3.301 -1.671 -4.747  0.20
H 4.340 0.175 -5.800  0.32
H 1.507 -0.196 -6.382  -0.30
H 2.903 -0.486 -7.344  0.61
H 3.194 2.017 -7.523  0.41
H 1.688 2.132 -6.611  -0.11
H 2.046 2.843 -9.821  0.36
H 0.769 3.223 -8.749  0.30
H 0.374 2.293 -9.998  0.34
C -4.195 -0.769 1.700  -0.38
O -4.077 -1.005 0.328  -0.60
C -2.720 -1.232 -0.054  1.44
C -2.631 -1.403 -1.598  -0.87
N -3.345 -2.540 -2.156  0.07
C -3.063 -3.902 -1.555  0.18
C -4.016 -4.963 -2.223  -1.25
O -5.362 -4.695 -1.952  -0.34
C -6.156 -5.896 -2.129  -0.79
H -5.241 -0.604 1.957  0.38
H -3.786 0.200 1.989  0.04
H -3.831 -1.630 2.260  -0.06
H -2.300 -2.167 0.316  -0.11
H -2.081 -0.415 0.282  -0.16
H -1.630 -1.472 -2.024  -0.40
H -2.942 -0.456 -2.040  0.26
H -4.328 -2.387 -1.979  0.49
H -3.372 -3.877 -0.510  0.29
H -1.999 -4.135 -1.594  -0.47
H -3.740 -5.970 -1.909  0.33
H -3.828 -4.790 -3.283  0.78
H -7.153 -5.795 -1.702  0.30
H -5.685 -6.791 -1.722  0.21
H -6.191 -6.207 -3.174  0.36
C -1.600 -2.707 -8.228  -0.96
O -1.681 -2.647 -6.833  -0.27
C -0.601 -3.237 -6.077  -1.06
C -1.064 -3.318 -4.576  1.10
N -0.267 -4.302 -3.796  -0.44
C 1.052 -3.735 -3.578  -0.03
C 1.663 -4.501 -2.306  -0.75
O 0.782 -4.437 -1.163  -0.48
C 0.593 -3.186 -0.546  0.88
H -0.597 -2.399 -8.523  0.35
H -2.278 -2.021 -8.737  0.27
H -1.678 -3.711 -8.645  0.35
H 0.343 -2.695 -6.125  0.27
H -0.467 -4.274 -6.383  0.65
H -2.072 -3.720 -4.676  0.03
H -1.082 -2.355 -4.067  -0.53
H -0.653 -4.438 -2.873  0.46
H 0.983 -2.676 -3.331  -0.18
H 1.676 -3.753 -4.471  0.52
H 2.677 -4.161 -2.097  0.14
H 1.839 -5.560 -2.490  0.45
H 0.844 -3.264 0.512  -0.34
H -0.411 -2.780 -0.666  0.05
H 1.260 -2.461 -1.012  -0.50
C -0.483 -7.503 6.262  -0.62
O 0.864 -7.326 6.646  -0.37
C 1.258 -5.982 6.737  -0.59
C 1.735 -5.425 5.383  -0.15
N 2.183 -4.022 5.523  -0.33
C 2.706 -3.410 4.266  -0.26
C 3.511 -2.164 4.384  -0.06
O 4.745 -2.467 5.083  -0.43
C 5.545 -1.291 5.274  -0.57
H -0.643 -7.141 5.246  0.22
H -1.169 -7.025 6.960  0.31
H -0.683 -8.575 6.279  0.28
H 2.135 -6.041 7.382  0.30
H 0.480 -5.364 7.186  0.38
H 0.974 -5.525 4.609  -0.01
H 2.593 -6.004 5.042  0.26
H 2.789 -3.925 6.326  0.32
H 1.977 -3.285 3.466  -0.18
H 3.424 -4.107 3.833  0.41
H 3.006 -1.415 4.994  0.12
H 3.704 -1.810 3.371  0.34
H 5.558 -0.609 4.424  0.14
H 6.491 -1.696 5.634  0.30
H 5.104 -0.637 6.026  0.27
C -4.868 5.033 3.594  -0.72
O -4.552 5.316 2.265  -0.41
C -3.127 5.355 2.053  -0.98
C -2.650 5.492 0.566  -0.79
N -2.523 4.234 -0.240  0.72
C -3.882 3.607 -0.342  -1.13
C -3.840 2.221 -1.036  0.07
O -3.401 2.251 -2.407  0.33
C -4.438 2.492 -3.377  -1.04
H -5.931 5.095 3.827  0.27
H -4.418 5.771 4.258  0.35
H -4.523 4.037 3.872  0.23
H -2.620 4.520 2.537  0.25
H -2.763 6.234 2.584  0.72
H -1.663 5.955 0.575  0.44
H -3.217 6.212 -0.023  0.43
H -2.333 4.460 -1.206  -0.39
H -4.651 4.236 -0.792  0.19
H -4.203 3.350 0.667  0.53
H -4.757 1.666 -0.839  0.88
H -3.081 1.672 -0.478  -0.89
H -5.229 1.768 -3.183  0.37
H -4.122 2.232 -4.387  0.06
H -4.754 3.535 -3.351  0.25
C 1.394 1.077 -0.782  -1.77
C 0.065 1.636 -0.196  2.42
C 0.007 1.338 1.308  -1.04
O 0.144 -0.059 1.497  0.42
C 0.527 -0.526 2.811  0.55
N 0.027 3.029 -0.500  1.26
H 1.386 1.410 -1.820  0.23
H 1.596 0.006 -0.743  0.00
H 2.205 1.661 -0.347  -0.11
H -0.680 1.076 -0.762  -0.93
H -0.746 1.874 1.887  0.40
H 0.888 1.781 1.772  0.09
H 1.469 -0.136 3.199  -0.31
H 0.613 -1.612 2.799  -0.57
H -0.254 -0.328 3.545  0.12
H -0.874 3.316 -0.144  -0.07
H -0.101 3.182 -1.490  -0.66
C 2.733 2.888 7.601  -1.46
C 2.135 1.995 6.553  0.65
C 0.687 2.364 6.377  -0.94
O 0.019 1.574 5.353  -0.02
C -1.337 1.987 5.139  -0.78
N 2.825 2.139 5.323  -0.44
H 3.797 2.682 7.715  0.40
H 2.203 2.735 8.541  0.43
H 2.659 3.953 7.382  0.08
H 2.250 0.958 6.868  0.34
H 0.514 3.416 6.152  0.26
H 0.150 2.135 7.298  0.43
H -1.381 2.973 4.677  0.27
H -1.965 2.012 6.029  0.45
H -1.835 1.252 4.507  0.09
H 2.575 3.096 5.119  0.23
H 2.234 1.649 4.667  0.16
C 8.237 4.495 -0.102  -1.21
C 7.709 3.640 1.059  0.59
C 6.276 3.040 0.849  0.19
O 5.862 2.256 1.985  -0.49
C 4.539 1.727 1.909  1.33
N 8.560 2.448 1.143  -0.82
H 8.077 4.024 -1.071  0.34
H 9.256 4.869 0.006  0.37
H 7.672 5.422 -0.206  0.17
H 7.754 4.151 2.022  0.29
H 6.191 2.386 -0.019  0.29
H 5.509 3.809 0.756  -0.57
H 4.503 1.057 1.050  -0.25
H 3.849 2.553 1.740  -0.67
H 4.272 1.213 2.833  -0.08
H 9.425 2.539 1.656  0.26
H 7.960 1.919 1.760  0.28

x | A cluster of 11 separate species, C60H153N11O19 in total. Source: the Open Molecules 2025 dataset; level of theory: ωB97M-V/def2-TZVPD.

The HOMO energy comes out at -8.4 eV. The calculation puts the frontier orbital gap at 8.6 eV. Its charge is 0. Its SMILES is COC[C@H](C)N.COC[C@H](C)N.COC[C@H](C)N.COCCNCCOC.COCCNCCOC.COCCNCCOC.COCCNCCOC.COCCNCCOC.COCCNCCOC.COCCNCCOC.COCCNCCOC.

Each line ends with the Mulliken charge.
Cartesian coordinates (Å):
C 2.213 -8.743 10.776  -0.75
O 2.711 -7.539 10.173  -0.31
C 2.101 -6.993 8.966  -0.76
C 2.820 -5.705 8.516  -0.29
N 2.532 -4.633 9.471  -0.47
C 3.467 -3.504 9.341  -0.82
C 3.288 -2.773 7.976  -0.52
O 4.017 -3.452 7.001  -0.29
C 3.900 -2.958 5.671  -0.80
H 1.361 -8.600 11.441  0.29
H 2.974 -9.116 11.463  0.25
H 2.013 -9.527 10.046  0.29
H 1.017 -6.960 9.075  0.40
H 2.136 -7.733 8.167  0.43
H 2.546 -5.449 7.492  0.25
H 3.902 -5.838 8.534  0.33
H 2.580 -5.002 10.410  0.27
H 4.504 -3.778 9.537  0.37
H 3.165 -2.840 10.151  0.46
H 3.746 -1.803 8.169  0.43
H 2.225 -2.622 7.785  0.35
H 4.407 -3.637 4.985  0.26
H 4.497 -2.056 5.539  0.31
H 2.862 -2.838 5.363  0.32
C -2.654 2.405 4.738  -0.87
O -2.701 2.809 6.095  -0.07
C -3.944 2.484 6.737  -0.73
C -3.762 3.099 8.121  -0.64
N -3.877 4.566 8.152  -0.41
C -3.562 5.217 9.390  -0.44
C -3.576 6.728 9.340  -0.72
O -2.489 7.191 8.521  -0.18
C -2.114 8.558 8.661  -0.78
H -1.719 2.661 4.240  0.20
H -3.407 2.966 4.186  0.32
H -2.842 1.351 4.532  0.35
H -4.084 1.404 6.773  0.45
H -4.777 2.902 6.172  0.40
H -2.788 2.774 8.485  0.25
H -4.487 2.774 8.867  0.42
H -3.308 4.868 7.374  0.27
H -2.528 4.947 9.601  0.22
H -4.247 4.824 10.142  0.39
H -3.488 7.157 10.338  0.45
H -4.478 6.993 8.788  0.32
H -2.896 9.236 8.318  0.29
H -1.264 8.697 7.993  0.18
H -1.823 8.687 9.703  0.35
C 3.976 2.718 10.431  -0.75
O 2.743 2.617 9.684  -0.31
C 2.627 3.489 8.537  -0.73
C 1.241 3.336 7.922  -0.53
N 1.073 3.795 6.509  -0.21
C 1.116 5.226 6.385  -0.59
C 0.792 5.772 4.937  -0.61
O -0.581 5.551 4.581  -0.14
C -0.894 5.603 3.204  -0.80
H 4.088 3.708 10.873  0.31
H 4.816 2.519 9.765  0.30
H 4.046 2.051 11.291  0.26
H 3.451 3.496 7.822  0.42
H 2.680 4.493 8.957  0.34
H 0.508 3.574 8.693  0.23
H 1.149 2.250 7.927  0.44
H 0.201 3.384 6.209  0.16
H 2.111 5.562 6.676  0.41
H 0.403 5.661 7.085  0.35
H 1.416 5.198 4.252  0.23
H 1.075 6.820 4.834  0.40
H -0.844 6.668 2.976  0.33
H -1.867 5.124 3.091  0.21
H -0.252 5.047 2.521  0.27
C -3.410 -5.716 -8.108  -0.62
O -2.045 -5.367 -8.156  -0.40
C -1.787 -3.943 -8.153  -0.52
C -2.256 -3.218 -6.833  -0.79
N -1.525 -2.062 -6.402  -0.18
C -1.678 -0.918 -7.323  -0.72
C -3.054 -0.351 -7.494  -0.51
O -3.325 0.522 -6.429  -0.17
C -4.581 1.204 -6.497  -0.86
H -3.885 -5.294 -7.223  0.24
H -3.423 -6.803 -8.021  0.25
H -4.051 -5.486 -8.959  0.29
H -2.217 -3.516 -9.059  0.32
H -0.727 -3.779 -8.349  0.37
H -2.149 -3.861 -5.960  0.35
H -3.315 -3.023 -7.006  0.33
H -0.558 -2.293 -6.220  0.28
H -1.260 -1.127 -8.308  0.36
H -1.100 -0.048 -7.012  0.40
H -3.911 -1.019 -7.576  0.29
H -3.154 0.134 -8.465  0.37
H -4.692 1.774 -5.574  0.22
H -5.419 0.513 -6.590  0.35
H -4.567 2.001 -7.240  0.33
C -7.017 -7.425 -4.336  -0.78
O -6.192 -6.296 -3.954  -0.25
C -5.877 -6.276 -2.598  -0.59
C -4.971 -5.063 -2.331  -0.61
N -4.861 -4.675 -0.948  -0.28
C -4.049 -5.713 -0.331  -0.47
C -4.009 -5.614 1.189  -0.81
O -3.038 -4.539 1.455  -0.20
C -2.758 -4.379 2.796  -0.80
H -7.119 -7.417 -5.421  0.25
H -7.965 -7.402 -3.799  0.31
H -6.591 -8.403 -4.111  0.32
H -5.395 -7.176 -2.214  0.32
H -6.777 -6.123 -2.002  0.38
H -5.437 -4.257 -2.897  0.44
H -4.073 -5.308 -2.898  0.22
H -4.313 -3.833 -0.845  0.26
H -3.061 -5.731 -0.791  0.35
H -4.556 -6.668 -0.474  0.37
H -3.655 -6.569 1.577  0.42
H -4.965 -5.275 1.588  0.32
H -2.771 -5.334 3.322  0.31
H -3.518 -3.819 3.339  0.29
H -1.815 -3.846 2.923  0.23
C -0.422 4.807 -5.579  -0.71
O 0.743 4.339 -4.872  -0.30
C 0.543 4.506 -3.500  -0.17
C 1.841 3.911 -2.903  -0.62
N 1.737 3.839 -1.407  -0.32
C 3.033 3.410 -0.914  -0.43
C 3.164 3.636 0.580  -0.32
O 4.230 2.837 1.131  -0.30
C 4.480 2.968 2.506  -0.77
H -0.555 5.889 -5.610  0.30
H -1.330 4.383 -5.151  0.27
H -0.287 4.495 -6.615  0.26
H -0.337 3.972 -3.140  0.09
H 0.373 5.559 -3.274  0.33
H 2.708 4.486 -3.229  0.33
H 1.860 2.919 -3.354  0.23
H 1.049 3.132 -1.191  0.26
H 3.777 3.882 -1.554  0.32
H 3.160 2.341 -1.084  0.21
H 2.251 3.311 1.079  0.18
H 3.415 4.654 0.880  0.34
H 3.629 2.665 3.115  0.32
H 4.607 4.000 2.832  0.29
H 5.396 2.426 2.743  0.26
C 8.590 0.178 -11.613  -0.74
O 7.455 -0.259 -10.884  -0.30
C 7.726 -0.590 -9.511  -0.46
C 6.550 -1.322 -8.946  -0.53
N 6.748 -1.949 -7.647  -0.35
C 5.499 -2.636 -7.146  -0.22
C 4.246 -1.690 -6.949  -0.72
O 3.327 -2.246 -5.981  -0.34
C 3.696 -2.013 -4.574  -0.58
H 8.238 0.271 -12.641  0.25
H 9.362 -0.590 -11.579  0.32
H 8.928 1.185 -11.371  0.28
H 7.897 0.306 -8.914  0.28
H 8.683 -1.111 -9.484  0.31
H 6.248 -2.175 -9.553  0.32
H 5.719 -0.619 -8.891  0.30
H 7.484 -2.624 -7.799  0.18
H 5.861 -3.034 -6.199  0.29
H 5.176 -3.566 -7.615  0.27
H 3.788 -1.567 -7.930  0.36
H 4.482 -0.659 -6.684  0.37
H 4.648 -2.465 -4.295  0.16
H 2.889 -2.386 -3.943  0.23
H 3.888 -0.953 -4.409  0.32
C 7.385 -1.563 -0.342  -0.68
O 7.618 -2.890 -0.805  -0.33
C 8.152 -2.923 -2.147  -0.41
C 8.383 -4.340 -2.631  -0.57
N 9.183 -4.222 -3.864  -0.25
C 9.661 -5.495 -4.428  -0.70
C 10.255 -5.174 -5.858  -0.69
O 9.202 -4.798 -6.733  -0.25
C 9.592 -4.863 -8.120  -0.85
H 6.959 -1.677 0.654  0.23
H 6.806 -0.975 -1.054  0.28
H 8.354 -1.083 -0.202  0.31
H 9.159 -2.507 -2.096  0.34
H 7.451 -2.408 -2.804  0.22
H 7.404 -4.729 -2.909  0.29
H 8.833 -4.964 -1.858  0.33
H 8.829 -3.686 -4.643  0.26
H 8.894 -6.269 -4.435  0.35
H 10.455 -5.881 -3.787  0.37
H 10.769 -6.074 -6.194  0.47
H 11.012 -4.395 -5.774  0.33
H 8.813 -4.506 -8.793  0.24
H 9.814 -5.912 -8.317  0.35
H 10.512 -4.294 -8.255  0.36
C -9.412 1.044 -0.828  -1.33
C -7.924 0.890 -0.947  0.51
C -7.312 -0.215 -0.087  -0.63
O -7.483 0.147 1.241  -0.32
C -6.909 -0.645 2.259  -0.79
N -7.615 0.499 -2.341  -0.70
H -9.858 0.167 -1.296  0.34
H -9.671 2.017 -1.247  0.32
H -9.891 1.083 0.151  0.31
H -7.354 1.797 -0.749  0.25
H -6.260 -0.432 -0.269  0.35
H -7.846 -1.156 -0.224  0.30
H -7.122 -0.166 3.215  0.26
H -5.835 -0.829 2.225  0.28
H -7.481 -1.573 2.264  0.33
H -8.161 -0.296 -2.642  0.28
H -6.680 0.120 -2.401  0.23
C -2.412 1.444 -1.277  -1.41
C -1.726 0.254 -1.875  0.69
C -0.913 -0.555 -0.843  -0.73
O 0.362 0.059 -0.633  -0.17
C 1.138 -0.442 0.469  -0.86
N -2.730 -0.572 -2.590  -0.58
H -3.015 1.156 -0.416  0.28
H -2.984 1.832 -2.120  0.42
H -1.707 2.223 -0.986  0.21
H -1.025 0.594 -2.636  0.30
H -0.817 -1.536 -1.308  0.28
H -1.414 -0.653 0.120  0.35
H 0.884 0.147 1.351  0.29
H 2.196 -0.248 0.290  0.21
H 0.839 -1.471 0.665  0.40
H -2.175 -1.113 -3.238  0.24
H -3.009 0.122 -3.269  0.09
C -6.267 6.108 0.237  -1.57
C -6.170 7.673 0.462  0.64
C -6.222 8.558 -0.820  -0.78
O -5.046 8.370 -1.628  -0.32
C -5.239 7.435 -2.646  -0.66
N -7.267 8.016 1.323  -0.69
H -5.360 5.752 -0.252  0.32
H -7.173 5.822 -0.299  0.36
H -6.236 5.633 1.217  0.47
H -5.241 7.841 1.008  0.22
H -6.070 9.577 -0.462  0.28
H -7.121 8.447 -1.426  0.41
H -4.397 7.299 -3.325  0.27
H -5.975 7.776 -3.374  0.30
H -5.559 6.458 -2.285  0.22
H -8.152 7.895 0.851  0.26
H -7.244 7.379 2.106  0.28

The structures above, arranged from the most stable to the least stable: w, x.